# 1
Formula: C17H28NO2P2Sn
Source: the OMol25 dataset
Level of theory: ωB97M-V/def2-TZVPD

Cartesian coordinates (Å):
Sn (0.0045, -0.7056, 0.7461)
P (-2.4131, -0.2295, 0.0271)
C (-2.1226, 0.1798, -1.6576)
C (-0.8600, 0.6701, -2.0710)
N (0.2534, 0.4505, -1.2729)
C (1.4753, 0.8537, -1.6759)
C (1.6613, 1.6126, -2.8312)
C (0.5603, 1.8723, -3.6494)
C (-0.6813, 1.3794, -3.2818)
C (2.6976, 0.5065, -0.8380)
P (2.4833, -0.9803, 0.2040)
H (-1.5798, 1.5235, -3.8745)
H (2.6734, 1.9418, -3.0850)
H (0.6795, 2.4368, -4.5745)
H (3.5537, 0.3148, -1.5040)
H (2.9573, 1.3655, -0.1954)
H (-2.1314, -1.6364, -2.9313)
H (-2.9594, 0.3329, -2.3438)
H (-0.9595, -3.2788, -1.7623)
O (-1.9556, -2.6020, -2.9658)
H (-2.2248, -2.8705, -3.8629)
H (-0.2704, -2.3742, 1.1535)
O (-0.3783, -3.4732, -0.9759)
H (0.2261, -4.1965, -1.2522)
C (2.8893, -2.3732, -0.8808)
H (3.9239, -2.2481, -1.2359)
H (2.8039, -3.3046, -0.3011)
H (2.1938, -2.4157, -1.7331)
C (3.6956, -0.8823, 1.5415)
H (3.6209, -1.8012, 2.1446)
H (4.7102, -0.8040, 1.1178)
H (3.4905, -0.0123, 2.1857)
C (-3.1505, 1.1634, 0.9430)
H (-4.1591, 1.3647, 0.5545)
H (-3.2238, 0.9172, 2.0107)
H (-2.5416, 2.0709, 0.8378)
C (-3.5208, -1.6503, 0.1679)
H (-3.7235, -1.8389, 1.2298)
H (-4.4681, -1.4347, -0.3433)
H (-3.0618, -2.5431, -0.2731)
C (-0.1496, 2.9220, 4.1160)
C (-0.3612, 1.5841, 4.4797)
C (-0.2096, 0.5648, 3.5341)
C (0.1402, 0.8803, 2.2198)
C (0.3839, 2.2066, 1.8535)
C (0.2331, 3.2303, 2.8035)
H (-0.2826, 3.7250, 4.8415)
H (-0.6349, 1.3377, 5.5063)
H (-0.3863, -0.4714, 3.8232)
H (0.6728, 2.4564, 0.8288)
H (0.4256, 4.2633, 2.5022)

Cartesian forces, eV/Å:
-0.796 0.183 0.298
0.569 0.273 -1.051
-0.084 0.129 -0.055
-0.052 -0.443 1.021
0.146 -0.433 0.121
0.120 0.666 -0.857
0.682 -0.628 0.821
-1.137 -0.330 0.054
0.531 0.344 -0.470
0.302 0.094 0.073
-0.105 0.439 -0.656
0.273 0.139 -0.088
-0.457 -0.116 0.032
-0.065 -0.134 0.259
-0.242 0.275 0.155
-0.050 -0.325 -0.095
0.249 -0.436 0.378
0.134 0.193 0.289
0.594 -0.239 0.563
-0.540 0.449 -0.987
0.202 -0.044 0.560
0.167 0.602 0.269
0.327 -0.427 -0.835
-0.750 0.671 0.206
0.291 -0.166 0.108
-0.307 -0.177 0.032
0.049 0.242 -0.259
0.199 0.107 0.354
0.257 -0.141 0.110
0.091 0.343 -0.162
-0.323 -0.029 0.227
0.017 -0.316 -0.281
-0.357 -0.030 0.179
0.240 -0.025 0.093
0.006 0.052 -0.199
-0.059 -0.358 -0.066
-0.260 -0.034 0.206
-0.021 -0.008 -0.226
0.189 -0.081 0.117
-0.026 0.280 0.061
0.053 -0.282 -0.391
0.132 0.220 -0.063
-0.103 0.418 0.203
0.087 -0.534 -0.358
-0.122 0.212 0.360
0.092 -0.279 -0.082
0.055 -0.276 -0.158
0.042 0.069 -0.284
0.013 0.223 0.016
-0.138 -0.016 0.274
-0.113 -0.320 0.187

## Properties
Strongest force on any atom   1.24 eV Å⁻¹
Energy above the lowest of the compared OMol25 structures with the same formula, charge and spin   0.0 kJ/mol
Spin multiplicity   1
Frontier orbital gap   0.2748 Ha
Charge   +1

So, what does the Mulliken scheme give us? The charges, in e, come out as:
1 Sn 0.895
2 P 0.688
3 C -1.822
4 C 1.399
5 N 0.160
6 C 0.504
7 C -0.948
8 C -0.438
9 C -1.211
10 C -1.153
11 P 0.728
12 H 0.452
13 H 0.488
14 H 0.422
15 H 0.572
16 H 0.397
17 H 0.347
18 H 0.484
19 H 0.354
20 O -0.628
21 H 0.273
22 H -0.009
23 O -0.538
24 H 0.257
25 C -1.282
26 H 0.440
27 H 0.379
28 H 0.320
29 C -1.210
30 H 0.383
31 H 0.400
32 H 0.343
33 C -1.228
34 H 0.429
35 H 0.367
36 H 0.298
37 C -1.228
38 H 0.397
39 H 0.413
40 H 0.276
41 C -0.524
42 C -0.523
43 C -0.723
44 C 0.443
45 C -0.159
46 C -0.631
47 H 0.402
48 H 0.394
49 H 0.402
50 H 0.362
51 H 0.387

# 2
Formula: C17H28O4
Source: the OMol25 dataset
Level of theory: ωB97M-V/def2-TZVPD

Cartesian coordinates (Å):
C (-2.0992, -4.5714, 2.8545)
C (-0.6841, -4.0032, 3.1658)
C (-0.0260, -3.4577, 1.8180)
C (-0.9178, -2.4547, 1.1170)
C (-2.3399, -3.0669, 0.8058)
C (-3.0364, -3.6041, 2.1887)
C (-0.8931, -1.2086, 2.0208)
O (-1.0248, -0.1255, 0.9881)
C (0.0590, 0.0066, 0.0132)
O (0.5888, -1.1583, -0.3765)
C (-0.3501, -2.1921, -0.3576)
O (1.1018, 0.8501, 0.4333)
C (1.9013, 1.5545, -0.5515)
C (1.0389, 2.2173, -1.6276)
C (0.1930, 3.2678, -1.0684)
C (0.9395, 4.4914, -0.6170)
C (1.8230, 5.1180, -1.7422)
C (2.6014, 4.0902, -2.6026)
C (1.7301, 2.8255, -2.9618)
C (0.0694, 1.1529, -2.1531)
O (-0.6223, 0.4883, -1.1261)
H (-2.4886, -4.9306, 3.8281)
H (-1.8977, -5.4517, 2.2533)
H (-0.8360, -3.1842, 3.8846)
H (-0.0658, -4.7940, 3.5972)
H (0.1163, -4.2814, 1.1221)
H (0.9407, -2.9555, 1.8804)
H (-2.3986, -3.9812, 0.1492)
H (-2.9520, -2.2171, 0.3985)
H (-3.3627, -2.7595, 2.8637)
H (-3.8792, -4.2595, 1.8702)
H (0.0098, -1.0062, 2.5823)
H (-1.7467, -1.2218, 2.7756)
H (-1.0840, -2.1638, -1.1505)
H (0.2857, -3.0978, -0.5785)
H (2.4502, 0.8232, -1.1574)
H (2.6032, 2.3512, -0.0781)
H (-0.4079, 2.7985, -0.2647)
H (-0.4999, 3.6953, -1.8629)
H (1.5808, 4.2356, 0.2524)
H (0.3246, 5.3247, -0.2504)
H (2.3976, 5.9372, -1.5003)
H (1.0934, 5.5341, -2.4121)
H (2.7271, 4.6328, -3.5704)
H (3.5340, 3.7158, -2.1000)
H (2.3755, 2.0815, -3.4761)
H (0.9393, 2.9990, -3.6937)
H (0.7707, 0.4405, -2.6933)
H (-0.5824, 1.5145, -2.8901)

Cartesian forces, eV/Å:
1.603 -0.061 1.506
-0.119 0.863 -1.404
-0.549 -0.842 0.515
-0.418 -1.395 -1.186
-1.248 0.517 2.612
0.098 0.312 -1.832
-1.216 0.940 -2.452
1.270 0.743 0.218
-1.238 1.579 -0.642
1.186 -1.142 0.741
1.395 -2.349 1.550
-0.389 0.538 0.508
0.567 0.385 -1.168
-0.495 -0.022 -2.326
-2.195 2.275 0.219
2.060 1.125 1.162
-1.989 -3.049 -0.751
-0.968 -0.336 -0.470
1.114 -0.671 1.915
3.653 -2.008 0.699
-1.493 0.926 0.545
-0.113 0.084 -0.524
-0.435 -0.252 -0.396
0.463 -0.173 -0.022
0.005 0.259 0.093
0.044 -0.502 0.157
0.197 -0.303 0.646
0.720 1.215 0.234
0.351 -1.000 0.090
0.236 -0.980 -0.743
-0.038 1.045 0.330
0.414 -0.457 -0.041
0.807 0.640 -1.401
-0.495 0.662 0.036
-0.745 0.728 0.063
0.618 -0.094 0.659
-1.318 -1.864 -0.276
0.059 0.685 -0.286
0.336 -0.979 0.701
-0.174 0.096 -0.294
-0.319 -0.501 -0.044
1.528 1.580 1.181
-0.555 0.306 -0.661
0.944 -0.595 0.683
-0.616 0.652 -0.732
-0.168 0.214 0.526
-0.178 0.469 0.276
-0.858 0.116 0.371
-1.341 0.620 -0.589

## Properties
SMILES string   C1CCC2(CC1)COC1(OC2)OCC2(CCCCC2)CO1
Strongest force on any atom   4.23 eV Å⁻¹
Energy above the lowest of the compared OMol25 structures with the same formula, charge and spin   246.7 kJ/mol
Spin multiplicity   1
Frontier orbital gap   0.3848 Ha
Charge   0

So, what does the Mulliken scheme give us? The charges, in e, come out as:
1 C -0.661
2 C -0.678
3 C -1.645
4 C 2.333
5 C -1.228
6 C -0.509
7 C -1.086
8 O -0.491
9 C 1.362
10 O -0.455
11 C -1.421
12 O -0.469
13 C -1.098
14 C 1.694
15 C -0.871
16 C -0.702
17 C -0.929
18 C -0.461
19 C -1.301
20 C -1.519
21 O -0.420
22 H 0.353
23 H 0.292
24 H 0.328
25 H 0.377
26 H 0.451
27 H 0.560
28 H 0.347
29 H 0.385
30 H 0.281
31 H 0.316
32 H 0.398
33 H 0.279
34 H 0.290
35 H 0.492
36 H 0.385
37 H 0.398
38 H 0.301
39 H 0.343
40 H 0.313
41 H 0.402
42 H 0.485
43 H 0.308
44 H 0.356
45 H 0.287
46 H 0.422
47 H 0.466
48 H 0.402
49 H 0.538

# 3
Formula: C17H29AlBBeCl2CsF4O9PS3Sb
Source: the OMol25 dataset
Level of theory: ωB97M-V/def2-TZVPD

Cartesian coordinates (Å):
C (4.3047, 4.8647, 0.6692)
C (3.5914, 5.0460, -0.7775)
O (4.1634, 4.6885, -1.8300)
O (2.2666, 5.6106, -0.7484)
C (1.2788, 4.6279, -1.0415)
O (0.6113, 4.7516, -2.1018)
C (0.9157, 3.3861, -0.0672)
Sb (1.6123, 1.4810, -0.9288)
S (3.5088, 1.2939, 0.6631)
C (0.3972, 0.2181, 0.3949)
C (-1.0982, 0.7166, 0.6745)
C (-2.0629, 0.4405, -0.5814)
C (-3.4106, 1.3411, -0.5665)
C (-3.8591, 2.2206, 0.6192)
C (-5.1696, 3.0672, 0.4584)
C (-6.0080, 3.0352, -0.8609)
C (-5.5282, 2.1124, -2.0120)
C (-4.2454, 1.2601, -1.9015)
P (2.4271, -0.6736, -2.0359)
S (0.8655, -1.4530, -2.9991)
H (5.1159, 4.0836, 0.5090)
H (3.4643, 4.5276, 1.3728)
H (4.6794, 5.8792, 1.0308)
H (1.4759, 3.5728, 0.9284)
H (-0.2081, 3.4735, 0.1065)
H (2.6736, 2.3800, -1.9833)
H (0.3930, 1.5338, -2.2045)
H (4.6659, 0.9169, -0.0187)
H (0.9192, 0.0182, 1.3948)
H (0.3039, -0.8256, -0.1103)
H (-1.1994, 1.7847, 1.0524)
H (-1.5078, 0.0487, 1.5301)
H (-2.3141, -0.6731, -0.7537)
H (-1.4861, 0.7901, -1.5214)
H (-3.2566, 2.2773, 1.5924)
H (-5.5278, 3.7372, 1.3116)
H (-6.9514, 3.6477, -1.0344)
H (-6.1078, 2.0467, -3.0012)
H (-3.8843, 0.5798, -2.7571)
H (2.7276, -1.5807, -0.9738)
H (3.5021, -0.4490, -2.9545)
Al (-2.3045, -1.7942, -1.7426)
O (2.0767, -5.7602, 0.5193)
C (2.1075, -4.7910, -0.4055)
C (3.4298, -4.9209, -1.2701)
O (3.4759, -3.9184, -2.1840)
H (2.0900, -3.7471, -0.0406)
H (1.2770, -4.7747, -1.1399)
H (3.4273, -5.9523, -1.6614)
H (4.2599, -4.9750, -0.5463)
B (6.8492, 5.7896, 3.7022)
F (6.8571, 6.3685, 5.0130)
F (6.1343, 4.5438, 3.7317)
F (6.2023, 6.6910, 2.7843)
F (8.1968, 5.5573, 3.2729)
Cs (0.3794, -5.0974, 1.1268)
O (-10.6769, 3.5134, -1.8556)
S (-9.5520, 4.2916, -2.3888)
O (-10.0715, 5.4461, -3.1316)
O (-8.7520, 3.4524, -3.2901)
O (-8.7095, 4.7550, -1.2774)
Cl (-1.2668, -10.8432, 4.9498)
C (-0.3094, -11.4341, 3.5692)
C (0.3791, -10.3065, 2.8271)
Cl (-0.7801, -9.2665, 1.9595)
H (-0.9734, -12.0001, 2.9136)
H (0.4372, -12.1210, 3.9726)
H (1.0578, -10.7165, 2.0764)
H (0.9599, -9.6763, 3.5021)
Be (1.7604, -4.1184, -3.5294)

Cartesian forces, eV/Å:
-1.549 0.411 -1.318
3.352 -1.518 -0.843
-2.955 1.513 3.533
-0.059 -2.441 -0.227
-2.511 -0.253 -3.328
2.395 -0.348 3.990
0.888 2.720 1.070
-0.438 3.088 -0.238
1.136 -0.734 0.259
-1.153 -1.504 0.921
-0.445 -1.882 0.494
0.056 3.692 0.108
-2.332 0.520 -0.922
-2.228 -0.034 -3.223
0.853 -1.787 -2.748
3.540 -2.482 0.327
1.924 -0.267 2.069
-1.251 2.484 3.466
0.992 -0.752 0.481
-0.903 -2.324 -1.338
-1.089 1.293 0.521
1.512 0.365 -0.810
-0.223 -1.451 -0.386
-1.037 -0.457 -1.438
1.525 -0.196 -0.366
-0.088 -0.486 -0.015
-0.117 -0.375 0.222
-1.214 0.449 0.201
-0.563 0.522 -1.469
0.198 1.457 0.690
0.261 -1.376 -0.914
0.596 1.186 -1.174
0.159 3.597 3.271
-0.766 -0.826 1.042
-1.100 -0.117 -1.729
0.703 -1.135 -1.373
1.687 -0.981 0.621
0.881 0.267 1.792
-0.663 1.340 1.348
0.488 0.304 -0.773
-0.219 -0.539 0.594
0.341 -2.800 -2.774
8.645 -3.148 -3.580
5.917 -0.149 -3.020
-1.833 -1.180 1.632
-2.037 -0.006 -3.415
0.175 0.131 0.213
-0.428 -0.342 -0.865
0.003 0.169 -0.277
0.076 0.815 -0.246
0.264 0.064 0.220
-0.070 -0.407 -0.932
0.330 0.742 -0.128
0.276 -0.602 0.454
-0.965 0.135 0.228
-13.244 2.833 7.013
0.151 0.713 0.045
0.232 -0.048 0.037
-0.153 -0.722 -0.063
-0.007 0.645 0.176
-0.379 -0.513 -0.249
-0.025 0.018 -0.036
0.097 -0.083 -0.108
0.273 -0.215 0.094
-0.064 0.101 -0.015
0.038 0.160 0.071
-0.007 0.140 -0.048
-0.125 -0.009 0.061
-0.175 -0.051 -0.039
2.452 2.665 3.162

## Properties
Strongest force on any atom   15.25 eV Å⁻¹
Spin multiplicity   1
Frontier orbital gap   0.0512 Ha
Charge   0

So, what does the Mulliken scheme give us? The charges, in e, come out as:
1 C -0.535
2 C 0.573
3 O -0.517
4 O -0.309
5 C 0.310
6 O -0.530
7 C -0.652
8 Sb 0.712
9 S -0.437
10 C -0.764
11 C -0.772
12 C 0.044
13 C 0.518
14 C -0.309
15 C -0.588
16 C -0.058
17 C -0.353
18 C -0.469
19 P 0.003
20 S -0.412
21 H 0.223
22 H 0.097
23 H 0.325
24 H 0.467
25 H 0.214
26 H -0.001
27 H -0.052
28 H 0.143
29 H 0.523
30 H -0.113
31 H 0.263
32 H 0.417
33 H 0.864
34 H 0.158
35 H 0.284
36 H 0.329
37 H 0.093
38 H 0.293
39 H 0.056
40 H 0.084
41 H 0.213
42 Al 0.282
43 O -0.776
44 C 0.396
45 C -0.548
46 O -0.550
47 H -0.028
48 H -0.009
49 H 0.312
50 H 0.296
51 B 0.640
52 F -0.396
53 F -0.419
54 F -0.416
55 F -0.403
56 Cs 0.659
57 O -0.346
58 S 1.376
59 O -0.338
60 O -0.351
61 O -0.418
62 Cl -0.175
63 C -0.412
64 C -0.443
65 Cl -0.191
66 H 0.315
67 H 0.298
68 H 0.295
69 H 0.317
70 Be 0.698

# 4
Formula: C17H29B2N3O4P
Source: the OMol25 dataset
Level of theory: ωB97M-V/def2-TZVPD

Cartesian coordinates (Å):
C (-2.9677, -3.5111, -3.5523)
C (-2.4187, -2.5234, -4.6660)
O (-0.9921, -2.5037, -4.8171)
C (-0.2996, -2.2385, -3.5965)
C (-0.8943, -1.0554, -2.7302)
C (0.1814, -0.2159, -1.9808)
C (1.1764, 0.5666, -2.6973)
N (2.1268, 1.3463, -2.0300)
C (3.1006, 2.1048, -2.8829)
B (2.4676, 3.5957, -3.0696)
O (1.7401, 4.0072, -4.2084)
O (2.6486, 4.5143, -2.0063)
C (2.1927, 1.4461, -0.6637)
C (1.2690, 0.6923, 0.2295)
C (1.3377, 0.7954, 1.7358)
N (2.2986, 1.6440, 2.3770)
C (0.3998, 0.0516, 2.5779)
P (0.3183, 0.0948, 4.4475)
C (2.0036, 0.3870, 5.2226)
C (-0.7868, 1.5933, 4.8235)
C (-2.0916, 1.5946, 3.8998)
C (-0.6094, -0.8407, 1.8641)
B (-1.6660, -1.7418, 2.7337)
N (-1.1517, -2.7600, 3.6589)
O (-3.0557, -1.5078, 2.5200)
C (-0.6767, -0.9321, 0.4020)
C (0.2492, -0.1592, -0.4762)
H (-3.5982, -2.8887, -2.8475)
H (-2.1835, -4.1087, -3.0247)
H (-3.6796, -4.2632, -4.0053)
H (-2.8763, -1.4952, -4.5428)
H (-2.8264, -2.8978, -5.6514)
H (-0.1524, -3.1973, -3.0147)
H (0.7466, -1.9212, -3.8950)
H (-1.5098, -0.3361, -3.3450)
H (-1.5975, -1.5041, -1.9759)
H (1.1432, 0.5128, -3.8168)
H (3.2348, 1.6383, -3.8927)
H (4.0934, 2.1570, -2.3602)
H (0.7922, 3.7912, -4.0915)
H (1.9508, 4.4011, -1.3318)
H (2.9782, 2.1034, -0.2172)
H (3.0232, 1.1201, 2.8696)
H (2.7217, 2.3176, 1.7405)
H (2.4881, 1.3439, 4.8962)
H (1.8402, 0.4809, 6.3382)
H (2.6526, -0.5201, 5.0727)
H (-1.1741, 1.5401, 5.8830)
H (-0.2489, 2.5579, 4.6152)
H (-2.7264, 0.7003, 4.1366)
H (-2.7040, 2.5210, 4.0815)
H (-1.8381, 1.5941, 2.8049)
H (-0.1537, -2.9254, 3.4696)
H (-1.5995, -3.6448, 3.3657)
H (-3.2425, -1.8992, 1.6418)
H (-1.4541, -1.6221, -0.0180)

Cartesian forces, eV/Å:
-0.860 0.381 -0.225
-1.144 -1.004 -0.720
-0.542 0.579 1.102
1.356 0.411 -0.285
-0.161 0.045 0.614
2.083 1.479 0.854
-2.348 -1.778 1.526
-0.250 -0.681 0.648
0.559 0.665 -0.482
-0.364 1.512 0.048
0.175 -1.307 1.538
-0.776 -1.426 -0.411
-1.485 -1.396 0.707
0.164 0.330 -1.489
-1.376 -1.133 0.078
-0.425 -0.533 -1.140
0.561 0.370 -3.322
-0.688 -0.381 0.519
0.094 0.657 0.211
-0.637 0.687 -0.976
0.265 -0.089 0.184
1.338 1.175 -1.256
0.182 0.180 0.573
-0.334 -0.138 -2.648
1.553 -1.241 -0.531
1.204 1.101 1.481
-0.575 -0.479 1.023
0.865 -0.941 -0.376
-0.603 0.746 -0.372
0.852 0.843 0.397
0.770 -0.950 0.055
0.727 0.515 0.949
-0.420 1.122 -0.265
-1.129 -0.463 0.102
0.777 -0.856 0.404
0.655 0.669 -0.781
0.530 0.446 1.283
-0.256 -0.043 1.160
-1.018 -0.167 -0.463
0.570 0.410 -0.433
0.534 0.471 -0.311
-0.674 -0.697 -0.894
-0.354 0.252 -0.089
-0.057 -0.286 0.389
-0.234 -0.985 0.319
-0.028 -0.213 -1.216
-0.602 0.978 -0.017
0.904 0.012 -1.018
-0.371 -0.837 0.541
0.515 0.808 -0.345
0.655 -0.924 0.005
-0.187 -0.100 1.029
-0.414 0.328 0.575
-0.155 0.376 0.922
-0.387 0.597 0.550
0.964 0.904 0.277

## Properties
SMILES string   CCOCCc1cn(CB(O)O)cc2c(=[NH2+])c(P(C)CC)c(B(N)O)cc1-2
Strongest force on any atom   3.39 eV Å⁻¹
Spin multiplicity   1
Frontier orbital gap   0.2290 Ha
Charge   +1

So, what does the Mulliken scheme give us? The charges, in e, come out as:
1 C -0.879
2 C -0.112
3 O -0.451
4 C -0.541
5 C -0.493
6 C 0.230
7 C -0.316
8 N 0.246
9 C -0.714
10 B 0.718
11 O -0.524
12 O -0.559
13 C -1.133
14 C 0.527
15 C 0.778
16 N -0.475
17 C 0.350
18 P 0.265
19 C -1.071
20 C -0.590
21 C -0.994
22 C -0.170
23 B 0.467
24 N -0.591
25 O -0.588
26 C -1.399
27 C 0.607
28 H 0.211
29 H 0.259
30 H 0.316
31 H 0.209
32 H 0.350
33 H 0.253
34 H 0.402
35 H 0.400
36 H 0.224
37 H 0.489
38 H 0.249
39 H 0.240
40 H 0.317
41 H 0.323
42 H 0.227
43 H 0.248
44 H 0.161
45 H 0.265
46 H 0.375
47 H 0.339
48 H 0.434
49 H 0.335
50 H 0.229
51 H 0.388
52 H 0.232
53 H 0.280
54 H 0.266
55 H 0.288
56 H 0.103